14
Properties=species:S:1:pos:R:3 method="wB97M-V/def2-TZVPD" lumo_energy_ev=-3.75 total_energy_ev=-10291.189 e_above_lowest_kcal_mol=37.4 total_charge=+1 gap_ev=11.4
C -0.44218 0.86036 1.18634
C 0.51703 -0.73396 -0.99326
C 0.47556 -0.82256 -2.37253
N -0.18250 1.30529 2.43007
N -0.82433 -0.31845 0.87434
O 1.39738 -0.53399 -0.23555
O -0.94125 -0.74123 -0.38635
H -0.14323 1.47293 0.38308
H 1.40339 -0.94407 -2.87275
H -0.04684 0.08979 -2.73304
H -0.26397 -1.63277 -2.66810
H 0.22709 2.26086 2.56005
H -0.16177 0.67270 3.21063
H -1.01438 -0.93491 1.61707



17
Properties=species:S:1:pos:R:3 method="wB97M-V/def2-TZVPD" lumo_energy_ev=0.84 total_energy_ev=-9333.373 e_above_lowest_kcal_mol=129.5 gap_ev=9.7
C 1.23321 -0.73184 -1.00130
C -2.38507 0.29185 0.48477
C 1.84639 0.63469 -1.05829
N -0.03970 -0.55806 0.97547
C -1.08343 -0.25843 -0.03501
O -0.12410 0.00000 2.30105
N -0.68877 -0.33225 -1.21278
H 0.15168 0.92051 2.16765
H 0.21023 -1.54105 1.03677
H 1.75140 -1.42260 -0.33965
H 1.18275 -1.23877 -1.95838
H -3.01842 0.58437 -0.35246
H -2.21568 1.16515 1.11966
H -2.89517 -0.46187 1.09039
H 1.22944 1.33028 -1.62666
H 2.01133 1.04596 -0.05860
H 2.83391 0.57205 -1.53261



50
Properties=species:S:1:pos:R:3 method="wB97M-V/def2-TZVPD" lumo_energy_ev=-4.96 total_energy_ev=-28979.690 total_charge=+1 gap_ev=6.1
C 0.61311 0.02063 -3.58244
O 0.39578 0.27284 -2.17771
C -0.63038 -0.46138 -1.53657
C -1.95436 -0.00875 -2.11171
C -2.89406 -0.99448 -2.47378
C -3.85847 -0.72230 -3.45196
C -3.94971 0.55368 -4.01969
C -3.10330 1.56660 -3.56135
C -2.14255 1.30612 -2.58520
H 1.24489 0.84956 -3.93230
H 1.13190 -0.94718 -3.70582
H -0.33503 0.01013 -4.14589
H -0.54753 -1.51386 -1.86365
H -2.79563 -1.99397 -2.04501
H -4.54742 -1.50223 -3.76615
H -4.66877 0.76094 -4.81065
H -3.17740 2.57512 -3.96655
H -1.46424 2.09226 -2.25319
C 0.02858 0.87154 6.17482
C -0.17609 0.12392 4.95363
C -0.78576 -1.08948 4.73781
C -0.50357 -1.43672 3.40228
C 0.23303 -0.39468 2.79034
B 1.92547 -0.43455 2.20364
O 2.29501 -1.52350 1.44431
C 1.74580 -0.88411 0.24765
C 2.55651 -1.38592 -0.93158
C 0.28722 -1.31919 0.17207
C 1.93907 0.71561 0.50688
C 2.99283 1.38681 -0.35755
C 0.68027 1.56675 0.46317
O 2.45234 0.79261 1.88894
O 0.27420 0.62441 3.76770
H -0.32963 0.27732 7.01763
H 1.07619 1.10848 6.37915
H -0.54321 1.80096 6.17501
H -1.36091 -1.64794 5.46885
H -0.73880 -2.41164 2.99238
H 2.63438 -0.64476 -1.72679
H 3.55638 -1.67240 -0.59616
H 2.07043 -2.26018 -1.37020
H -0.47809 -0.38087 -0.34768
H 0.20967 -2.30450 -0.29174
H -0.24823 -1.45306 1.10994
H 2.62668 1.49672 -1.38662
H 3.18717 2.38936 0.04742
H 3.93148 0.82464 -0.33882
H 0.32166 1.67089 -0.56624
H -0.10069 1.15701 1.11855
H 0.92376 2.57274 0.84083



13
Properties=species:S:1:pos:R:3 method="wB97M-V/def2-TZVPD" lumo_energy_ev=-3.35 total_energy_ev=-15095.462 e_above_lowest_kcal_mol=1.3 total_charge=+1 gap_ev=12.7
O 2.15188 -1.13862 0.96876
H 2.84353 -1.47754 0.38690
H 2.57613 -1.10512 1.84111
H 0.59960 -0.57405 -0.06913
C -0.87364 1.14606 0.95240
S -0.13133 0.45023 -0.54576
C -1.50899 -0.59664 -1.16823
H -1.86126 1.47959 0.65700
H -0.90128 0.42805 1.77269
H -0.24984 1.98395 1.21227
H -1.76016 -1.31516 -0.38643
H -1.13307 -1.13702 -2.02072
H -2.32372 0.07139 -1.40768